C46H92Br2O22S11 | wB97M-V/def2-TZVPD

Atoms and positions in Å:
1 Br -3.126 -25.414 18.061
2 Br -2.113 -29.780 17.893
3 S -1.630 -30.367 11.283
4 S -7.151 -36.052 24.334
5 S 0.288 -33.980 16.833
6 S -10.316 -34.391 19.316
7 S -8.730 -29.405 13.130
8 S -4.280 -37.622 15.071
9 S -8.982 -30.225 20.058
10 S -5.334 -31.718 18.374
11 S -6.900 -30.469 24.453
12 S -1.820 -34.202 21.090
13 S -9.017 -36.101 13.960
14 O -6.461 -36.737 25.428
15 O -0.553 -29.369 10.993
16 O -4.830 -31.015 19.536
17 O -2.399 -31.074 10.270
18 O -9.313 -29.694 14.460
19 O -9.612 -29.273 11.897
20 O -8.891 -35.956 12.495
21 O -0.299 -32.684 17.185
22 O -6.049 -30.968 17.290
23 O -3.072 -34.675 21.656
24 O -3.656 -37.519 16.384
25 O -7.697 -34.725 24.516
26 O -7.471 -30.924 25.682
27 O -8.724 -37.359 14.679
28 O -10.055 -30.305 21.000
29 O -1.400 -34.531 19.737
30 O -4.821 -36.505 14.345
31 O -9.685 -33.136 18.917
32 O -9.767 -35.691 18.950
33 O -7.374 -29.427 23.527
34 O 1.243 -34.731 17.717
35 O -7.962 -31.302 20.298
36 C -6.434 -31.887 23.284
37 C -0.386 -34.887 22.282
38 C -12.211 -34.446 18.981
39 C -8.761 -27.777 18.769
40 C -8.517 -36.968 23.413
41 C -3.953 -32.680 17.556
42 C -6.274 -33.240 18.830
43 C -6.370 -30.134 14.006
44 C -4.931 -31.988 23.253
45 C -10.820 -34.249 21.071
46 C -9.017 -28.877 17.679
47 C -1.950 -31.207 13.944
48 C -5.419 -34.456 18.562
49 C -5.620 -38.904 15.160
50 C -8.009 -34.735 14.728
51 C -5.157 -30.191 24.845
52 C -1.374 -32.439 21.599
53 C -4.333 -30.643 23.652
54 C -9.420 -30.227 18.245
55 C -8.192 -36.885 21.890
56 C -8.188 -28.492 19.975
57 C -0.026 -35.017 14.342
58 C -6.644 -37.203 21.824
59 C -5.250 -39.867 13.994
60 C -10.331 -33.988 15.037
61 C -2.265 -27.050 18.671
62 C -1.089 -31.597 12.730
63 C -1.110 -35.186 16.530
64 C -5.980 -36.113 22.826
65 C -3.128 -28.097 17.966
66 C -4.433 -34.070 17.440
67 C -3.020 -29.550 12.272
68 C -3.718 -40.089 13.992
69 C -0.724 -32.506 23.028
70 C -7.366 -30.630 12.938
71 C -12.047 -35.256 21.223
72 C -12.942 -35.262 19.979
73 C -10.621 -35.507 14.581
74 C -1.383 -35.036 15.057
75 C 0.089 -33.754 23.232
76 C -6.397 -28.608 14.246
77 C 0.859 -33.990 15.111
78 C -3.293 -38.641 13.793
79 C -8.925 -34.095 15.677
80 C -2.495 -29.712 13.708
81 C -7.561 -27.921 13.446
82 H -12.578 -35.152 22.169
83 H 0.566 -33.027 14.691
84 H -9.463 -36.511 23.704
85 H -5.524 -39.625 12.967
86 H -2.029 -35.821 14.663
87 H -4.976 -34.117 16.496
88 H -2.223 -38.437 13.844
89 H -0.572 -32.205 20.898
90 H -9.655 -28.421 16.922
91 H -3.312 -29.690 14.429
92 H -5.992 -35.157 22.303
93 H -3.339 -30.866 24.041
94 H -8.502 -38.017 23.705
95 H -12.273 -34.850 17.971
96 H -1.418 -31.053 14.883
97 H -11.671 -36.277 21.287
98 H -9.674 -27.393 19.224
99 H -2.941 -28.565 11.811
100 H -4.213 -29.879 22.883
101 H -8.887 -31.045 17.761
102 H -7.732 -31.651 12.831
103 H -2.269 -31.818 21.583
104 H -6.161 -37.084 20.854
105 H -10.380 -33.275 14.214
106 H -10.918 -36.267 15.305
107 H -3.386 -27.777 16.956
108 H -13.093 -36.259 19.566
109 H -3.542 -40.821 13.204
110 H -5.356 -30.457 13.771
111 H -1.806 -35.292 17.362
112 H -5.938 -35.409 18.464
113 H -4.915 -30.910 25.628
114 H -6.766 -31.528 22.310
115 H -7.047 -34.997 15.170
116 H -2.276 -27.183 19.752
117 H -0.643 -35.786 22.842
118 H 0.363 -36.013 14.557
119 H -3.100 -32.583 18.229
120 H -6.429 -33.041 19.890
121 H -11.374 -35.672 13.810
122 H -5.390 -39.473 16.061
123 H 1.935 -34.087 14.965
124 H -7.184 -33.274 18.231
125 H -0.138 -34.703 13.304
126 H -12.355 -33.368 19.061
127 H -0.010 -31.468 12.810
128 H -8.621 -33.101 16.002
129 H -1.251 -27.175 18.291
130 H -5.644 -40.831 14.314
131 H -10.009 -34.390 21.784
132 H -6.456 -38.264 21.991
133 H -8.968 -34.633 16.624
134 H -10.490 -30.433 18.241
135 H -8.044 -29.043 17.215
136 H -5.440 -28.100 14.128
137 H -8.130 -26.950 18.445
138 H -6.920 -30.436 11.962
139 H -8.480 -35.943 21.423
140 H -1.135 -32.564 12.228
141 H -5.135 -29.177 25.245
142 H -6.817 -30.696 14.827
143 H -0.640 -36.166 16.614
144 H -11.234 -33.242 21.114
145 H -8.240 -28.074 20.981
146 H -6.738 -28.508 15.276
147 H -4.773 -34.634 19.422
148 H -8.067 -27.045 13.853
149 H 1.164 -33.655 23.081
150 H -3.401 -40.459 14.967
151 H -6.587 -38.412 15.055
152 H -13.890 -34.728 20.051
153 H -3.718 -34.892 17.421
154 H -7.692 -34.030 13.960
155 H 0.428 -35.053 21.577
156 H -3.838 -30.196 11.953
157 H -4.663 -32.316 22.248
158 H -0.106 -34.150 24.229
159 H -11.070 -33.679 15.775
160 H -7.197 -28.879 19.736
161 H -7.056 -32.761 23.477
162 H -4.649 -32.853 23.854
163 H -4.915 -36.113 23.057
164 H -7.322 -27.662 12.415
165 H -2.792 -31.894 13.859
166 H -1.818 -34.052 14.883
167 H -4.093 -28.283 18.438
168 H -3.721 -38.336 12.839
169 H -1.606 -29.152 14.000
170 H -3.479 -32.156 16.726
171 H -0.146 -31.638 23.345
172 H -1.552 -32.574 23.734
173 H -8.662 -37.704 21.346

Calculated values
structure (SMILES) = O=S1(=O)CCCC1.O=S1(=O)CCCC1.O=S1(=O)CCCC1.O=S1(=O)CCCC1.O=S1(=O)CCCC1.O=S1(=O)CCCC1.O=S1(=O)CCCC1.O=S1(=O)CCCC1.O=S1(=O)CCCC1.O=S1(=O)CCCC1.O=S1(=O)CCCC1.BrCCBr
2S+1 = 1
lowest unoccupied orbital energy = 0.006 Ha
DFT total energy = -353501.19928 eV
HOMO level = -9.442 eV
molar mass = 1509.8 g/mol
max |F| = 4.5 eV Å⁻¹
energy relative to the best compared isomer or geometry (same formula, charge and spin) = 23.3 kJ/mol